# 1
{"formula": "C32H72F6N7O12S6", "method": "ωB97M-V/def2-TZVPD", "e_above_lowest_kcal_mol": 24.9, "total_charge": 1, "gap_ev": 6.27, "multiplicity": 1, "e_homo_ev": -8.708, "elements": ["C", "C", "C", "N", "C", "C", "C", "C", "C", "H", "H", "H", "H", "H", "H", "H", "H", "H", "H", "H", "H", "H", "H", "H", "H", "H", "H", "C", "C", "C", "N", "C", "C", "C", "C", "C", "H", "H", "H", "H", "H", "H", "H", "H", "H", "H", "H", "H", "H", "H", "H", "H", "H", "H", "C", "C", "C", "N", "C", "C", "C", "C", "C", "H", "H", "H", "H", "H", "H", "H", "H", "H", "H", "H", "H", "H", "H", "H", "H", "H", "H", "C", "C", "C", "N", "C", "C", "C", "C", "C", "H", "H", "H", "H", "H", "H", "H", "H", "H", "H", "H", "H", "H", "H", "H", "H", "H", "H", "N", "S", "O", "O", "F", "S", "O", "O", "F", "N", "S", "O", "O", "F", "S", "O", "O", "F", "N", "S", "O", "O", "F", "S", "O", "O", "F"], "xyz": [[-4.398, 0.324, -0.561], [-4.598, 0.012, 0.914], [-6.018, 0.112, 1.426], [-6.104, 0.036, 2.935], [-5.933, -1.395, 3.373], [-5.187, 0.922, 3.771], [-6.105, 1.805, 4.622], [-7.384, 0.978, 4.767], [-7.510, 0.463, 3.361], [-5.271, -0.109, -1.051], [-3.463, 0.013, -1.010], [-4.436, 1.415, -0.667], [-3.891, 0.566, 1.536], [-4.233, -1.008, 1.094], [-6.631, -0.702, 1.044], [-6.441, 1.081, 1.161], [-6.074, -1.484, 4.442], [-4.946, -1.708, 3.040], [-6.646, -1.983, 2.800], [-4.693, 0.298, 4.514], [-4.479, 1.488, 3.184], [-5.721, 2.153, 5.576], [-6.331, 2.672, 3.993], [-7.211, 0.158, 5.466], [-8.196, 1.604, 5.122], [-8.170, -0.400, 3.284], [-7.863, 1.214, 2.659], [-2.748, 3.934, -1.126], [-2.094, 3.674, -2.480], [-0.686, 4.201, -2.516], [-0.076, 4.159, -3.908], [-0.662, 5.285, -4.691], [-0.359, 2.822, -4.575], [0.706, 2.689, -5.685], [1.807, 3.712, -5.337], [1.412, 4.253, -3.978], [-2.206, 3.367, -0.367], [-3.752, 3.507, -1.164], [-2.871, 4.988, -0.880], [-2.727, 4.061, -3.280], [-2.100, 2.594, -2.629], [0.073, 3.737, -1.882], [-0.664, 5.245, -2.189], [-0.420, 6.197, -4.147], [-1.734, 5.206, -4.821], [-0.164, 5.373, -5.654], [-1.381, 2.767, -4.924], [-0.073, 2.104, -3.810], [0.306, 2.857, -6.681], [1.048, 1.658, -5.613], [1.723, 4.516, -6.069], [2.802, 3.280, -5.327], [1.791, 5.216, -3.634], [1.777, 3.602, -3.175], [2.598, -5.913, 3.346], [2.149, -4.896, 2.296], [0.643, -4.778, 2.206], [0.119, -4.057, 0.985], [0.579, -4.817, -0.238], [0.620, -2.630, 0.895], [-0.409, -1.839, 1.639], [-1.699, -2.490, 1.164], [-1.408, -3.990, 1.142], [2.105, -6.880, 3.271], [2.210, -5.520, 4.299], [3.676, -5.944, 3.461], [2.662, -5.122, 1.357], [2.592, -3.921, 2.521], [0.317, -4.173, 3.055], [0.139, -5.742, 2.207], [0.421, -5.876, -0.051], [1.610, -4.546, -0.434], [-0.007, -4.543, -1.115], [0.566, -2.302, -0.143], [1.680, -2.615, 1.126], [-0.443, -0.801, 1.300], [-0.262, -1.808, 2.723], [-2.033, -2.150, 0.186], [-2.523, -2.271, 1.849], [-1.884, -4.598, 0.370], [-1.678, -4.450, 2.092], [6.199, 4.002, 5.899], [6.046, 2.785, 4.964], [6.705, 2.993, 3.615], [6.397, 1.874, 2.652], [6.743, 0.527, 3.196], [4.933, 1.858, 2.226], [4.993, 1.480, 0.747], [6.164, 2.304, 0.235], [7.177, 2.163, 1.357], [5.640, 3.810, 6.808], [5.927, 4.912, 5.364], [7.241, 4.144, 6.198], [4.962, 2.713, 4.826], [6.399, 1.917, 5.519], [7.783, 3.000, 3.778], [6.320, 3.885, 3.127], [6.000, 0.238, 3.931], [7.716, 0.641, 3.674], [6.786, -0.227, 2.417], [4.428, 1.010, 2.686], [4.397, 2.748, 2.541], [5.226, 0.414, 0.733], [4.065, 1.678, 0.233], [6.550, 1.973, -0.724], [5.790, 3.328, 0.160], [7.777, 1.274, 1.165], [7.857, 2.994, 1.507], [1.422, -3.156, -5.353], [1.694, -4.371, -6.432], [1.518, -5.685, -5.917], [2.764, -4.158, -7.345], [0.392, -4.135, -7.301], [2.469, -3.550, -4.215], [3.829, -3.598, -4.649], [2.015, -4.498, -3.242], [2.430, -2.181, -3.376], [0.668, 0.405, -2.673], [-0.639, 0.137, -1.755], [-1.012, 1.070, -0.725], [-0.825, -1.249, -1.531], [-1.735, 0.599, -2.804], [1.723, 0.803, -1.586], [1.928, -0.090, -0.484], [1.817, 2.217, -1.367], [3.047, 0.472, -2.387], [-3.075, -3.472, -3.831], [-4.234, -2.780, -3.068], [-4.218, -2.785, -1.617], [-5.571, -2.789, -3.580], [-3.851, -1.240, -3.428], [-3.079, -4.921, -3.006], [-4.307, -5.636, -2.988], [-2.251, -4.995, -1.841], [-2.274, -5.712, -4.094]], "atomic_forces_ev_per_a": [[-1.2327, 0.9598, 0.4024], [1.6471, -1.3548, 0.6300], [0.7965, 0.8251, -0.0418], [-0.9113, -0.1682, 0.8796], [0.2846, 0.1368, -1.0666], [-0.1181, 0.0677, 1.3220], [-0.5618, 0.5151, -0.9581], [0.9543, 0.3930, 0.0457], [-0.7209, -0.6422, -0.1878], [0.3966, -0.0454, -0.6729], [-0.1237, -0.4992, 0.2390], [-0.1529, -0.0935, -0.2182], [-0.2237, 0.4849, -0.0985], [-0.3081, -0.1354, -0.2478], [-0.1569, 0.1273, -0.0861], [-0.1276, -0.0823, -0.1097], [0.0169, -0.0375, 0.0228], [0.1276, -0.0505, 0.3731], [-0.1360, -0.0914, 0.2613], [0.4836, -0.3341, -0.6155], [0.0291, -0.1575, -0.2231], [0.4231, -0.1431, -0.1124], [-0.1604, 0.2216, 0.3963], [-0.2217, 0.0309, 0.0869], [-0.2700, -0.2329, -0.1708], [0.0756, -0.0233, -0.1904], [0.1129, 0.1436, 0.0875], [-0.3658, -0.4738, -0.2637], [-0.3337, -0.6991, 0.3529], [1.1593, 0.7500, -0.1775], [-1.2862, 0.4934, -0.6311], [0.5826, 0.5457, -0.1148], [1.3031, 0.3432, -0.2190], [-0.2920, -0.2743, 0.4994], [-0.7075, 0.3874, -0.2733], [0.6816, -0.7200, 1.6159], [0.0516, 0.3208, 0.1863], [0.0050, 0.0616, 0.0571], [0.2999, 0.0445, 0.0898], [0.1838, 0.3725, -0.0149], [0.0915, 0.2426, 0.0439], [-0.5737, -0.7025, 0.1425], [-0.0794, 0.1003, -0.2865], [-0.1616, 0.0356, 0.0169], [-0.0190, -0.2462, 0.0671], [-0.1702, -0.2643, -0.1058], [-0.1182, -0.0919, 0.2480], [-0.6475, -0.1313, -0.0666], [-0.0205, -0.0304, -0.0077], [0.1899, 0.0334, -0.3051], [0.5695, -0.0260, -0.0837], [0.0673, 0.1325, -0.0657], [-0.3694, 0.3788, -0.6463], [-0.1512, -0.3069, -0.2543], [-1.1145, 1.1079, 1.0927], [1.2151, -0.1415, -0.6513], [0.2886, 0.7198, -0.0881], [0.2671, -0.7889, -0.2755], [-0.5576, 0.2378, -0.2068], [-0.0500, -0.2089, -0.6692], [-0.1077, 1.0793, -0.1007], [-0.9546, -0.5307, 0.4385], [0.1845, 0.0291, -0.1153], [0.4245, -0.1989, -0.4667], [0.2275, -0.1708, 0.1115], [0.0406, -0.3587, -0.2724], [-0.5623, -0.3356, -0.2109], [-0.2026, -0.0047, 0.3890], [-0.2266, -0.2682, 0.0973], [0.0721, -0.0500, 0.1025], [0.2402, -0.0520, -0.0439], [0.0816, -0.2630, -0.0105], [-0.1254, 0.2026, 0.1543], [-0.0912, -0.4392, -0.1298], [-0.1084, 0.1600, 0.5259], [0.4013, 0.0078, 0.0343], [-0.1889, -0.3133, 0.0215], [0.3472, 0.0615, -0.0965], [0.0246, -0.1430, 0.0422], [0.1184, 0.4663, -0.2775], [0.2822, 0.0306, 0.0923], [0.9853, -0.3203, -0.5539], [-0.8775, 0.8863, 0.5541], [-0.2865, -0.9026, 0.8813], [-0.3948, 0.3622, -0.6992], [0.4528, 0.3879, 0.5001], [-0.4406, -1.2806, -0.2007], [0.3546, 0.3803, 0.3724], [-0.5932, 0.3704, 0.3603], [0.4196, -0.7819, -0.3456], [-0.2517, 0.3721, -0.0564], [-0.4196, 0.0811, 0.3457], [0.0071, -0.0919, -0.0090], [0.0571, -0.4622, -0.0915], [0.0611, -0.2084, -0.3509], [0.0615, 0.2626, -0.4277], [0.3286, 0.1957, 0.0741], [0.0581, 0.0457, 0.0927], [0.0465, -0.3233, -0.0413], [-0.0410, 0.1664, -0.1844], [0.1105, 0.2482, 0.5956], [0.3394, 0.3632, -0.3912], [-0.1843, -0.0508, -0.4030], [-0.2687, -0.1282, -0.1515], [0.0740, 0.0572, 0.0009], [0.3377, 0.1012, -0.2023], [0.1214, 0.0766, 0.0932], [-0.1465, 0.1250, 0.0837], [1.1442, -1.7804, -0.2956], [-1.3537, 0.4082, -1.1280], [0.0856, -0.2161, 0.4716], [0.1950, 0.4045, -0.0547], [0.0128, 0.2885, 0.1116], [0.0716, 1.2863, 1.1280], [0.1396, -0.3731, 0.1063], [0.0146, -0.0896, 0.1109], [-0.3147, 0.1826, -0.1113], [-1.0979, 0.3101, 1.7896], [-2.1991, -0.2439, -1.5957], [1.2289, -0.0124, 0.7025], [-0.1145, -0.0342, 0.1705], [0.2722, -0.8680, -0.7509], [3.5764, -0.5943, -0.6510], [-1.0412, 0.3233, 0.7171], [-0.0669, 0.3778, 0.4162], [-0.2637, 0.5431, -0.5616], [-0.3037, -2.2275, 1.8337], [-2.7695, 4.2122, 0.6176], [0.8590, -0.3081, -0.0569], [0.3132, -0.8727, -0.5984], [0.5257, -0.3882, 0.1420], [1.5627, -1.6221, -2.0772], [-0.6807, 0.5499, 0.4068], [0.1687, 0.5764, 0.2235], [0.3876, 0.3103, 0.0501]]}

=====

# 2
{"formula": "C32H73IN3O12", "method": "ωB97M-V/def2-TZVPD", "total_charge": 1, "gap_ev": 6.49, "multiplicity": 1, "e_homo_ev": -10.326, "elements": ["C", "C", "N", "C", "N", "C", "C", "C", "C", "O", "C", "C", "O", "N", "C", "I", "C", "C", "H", "H", "H", "H", "H", "H", "H", "H", "H", "H", "H", "H", "H", "H", "H", "H", "H", "H", "H", "H", "H", "H", "H", "C", "O", "C", "C", "O", "C", "H", "H", "H", "H", "H", "H", "H", "H", "H", "H", "C", "O", "C", "C", "O", "C", "H", "H", "H", "H", "H", "H", "H", "H", "H", "H", "C", "O", "C", "C", "O", "C", "H", "H", "H", "H", "H", "H", "H", "H", "H", "H", "C", "O", "C", "C", "O", "C", "H", "H", "H", "H", "H", "H", "H", "H", "H", "H", "C", "O", "C", "C", "O", "C", "H", "H", "H", "H", "H", "H", "H", "H", "H", "H"], "xyz": [[-1.614, 0.393, 2.803], [-2.116, 1.641, 2.922], [-1.825, 2.727, 2.038], [-2.039, 2.887, 0.773], [-1.505, 3.972, 0.104], [-0.114, 4.340, 0.426], [0.042, 5.530, 1.353], [-0.488, 6.838, 0.758], [-1.620, 7.462, 1.536], [-1.264, 7.543, 2.906], [-2.317, 7.489, 3.782], [-2.934, 6.142, 3.997], [-2.692, 8.470, 4.381], [-2.750, 1.947, 0.065], [-4.219, 2.105, -0.178], [-5.117, 3.808, 0.765], [-5.002, 0.853, 0.104], [-5.163, 0.442, 1.559], [-1.073, -0.085, 3.594], [-1.730, -0.100, 1.855], [-2.774, 1.908, 3.728], [-1.351, 3.471, 2.522], [-2.139, 4.759, 0.123], [0.425, 4.557, -0.481], [0.380, 3.505, 0.899], [1.099, 5.651, 1.526], [-0.386, 5.356, 2.330], [-0.860, 6.615, -0.233], [0.300, 7.560, 0.652], [-2.565, 6.950, 1.387], [-1.765, 8.469, 1.176], [-3.992, 6.211, 3.815], [-2.510, 5.373, 3.377], [-2.794, 5.892, 5.035], [-2.333, 1.928, -0.854], [-4.317, 2.298, -1.232], [-5.977, 0.958, -0.340], [-4.493, 0.061, -0.425], [-4.469, -0.339, 1.821], [-5.031, 1.259, 2.249], [-6.145, 0.038, 1.729], [-0.837, 1.888, -6.100], [-2.109, 2.503, -6.196], [-3.183, 1.698, -5.752], [-3.641, 2.104, -4.374], [-2.663, 1.848, -3.361], [-1.898, 2.987, -3.022], [-0.089, 2.661, -6.257], [-0.681, 1.436, -5.119], [-0.719, 1.123, -6.870], [-2.919, 0.636, -5.775], [-4.012, 1.854, -6.448], [-4.529, 1.527, -4.104], [-3.912, 3.163, -4.379], [-2.505, 3.692, -2.440], [-1.492, 3.492, -3.899], [-1.066, 2.646, -2.404], [4.215, -1.534, 0.769], [3.806, -1.190, 2.077], [4.005, 0.155, 2.462], [2.746, 0.984, 2.407], [2.254, 1.215, 1.088], [1.179, 0.407, 0.670], [3.808, -2.521, 0.563], [3.832, -0.830, 0.025], [5.306, -1.578, 0.695], [4.791, 0.623, 1.862], [4.343, 0.132, 3.502], [2.970, 1.973, 2.819], [1.973, 0.524, 3.031], [0.264, 0.708, 1.198], [1.354, -0.658, 0.841], [1.047, 0.573, -0.400], [1.471, -3.635, -1.556], [2.095, -4.148, -2.712], [3.235, -4.949, -2.431], [2.919, -6.422, -2.504], [2.011, -6.815, -1.490], [0.679, -6.962, -1.946], [0.501, -3.236, -1.849], [1.318, -4.410, -0.801], [2.073, -2.824, -1.128], [3.644, -4.701, -1.447], [3.993, -4.710, -3.183], [3.843, -6.987, -2.352], [2.527, -6.677, -3.493], [0.579, -7.880, -2.535], [0.361, -6.107, -2.547], [0.033, -7.035, -1.073], [6.041, 6.167, 5.661], [6.764, 5.139, 5.007], [6.339, 3.835, 5.350], [5.458, 3.235, 4.282], [4.220, 3.926, 4.155], [4.191, 4.822, 3.060], [6.290, 7.105, 5.168], [4.962, 6.008, 5.596], [6.333, 6.236, 6.713], [5.820, 3.836, 6.313], [7.235, 3.216, 5.450], [5.217, 2.204, 4.560], [5.982, 3.215, 3.322], [4.104, 4.276, 2.112], [5.082, 5.452, 3.030], [3.315, 5.459, 3.183], [-1.668, -11.296, -5.129], [-1.243, -12.037, -4.002], [-0.662, -11.244, -2.984], [-1.631, -10.983, -1.855], [-2.722, -10.180, -2.275], [-3.902, -10.919, -2.531], [-2.287, -11.952, -5.738], [-2.257, -10.422, -4.840], [-0.809, -10.972, -5.726], [-0.290, -10.300, -3.395], [0.195, -11.799, -2.591], [-1.114, -10.432, -1.062], [-1.986, -11.926, -1.432], [-4.367, -11.243, -1.594], [-3.702, -11.793, -3.155], [-4.593, -10.262, -3.056]], "atomic_forces_ev_per_a": [[-0.5842, 0.9964, -0.8353], [0.4159, -1.0148, 0.5392], [-1.2632, -0.6183, -0.5651], [-0.3285, 0.2893, -0.3658], [0.9264, -0.4769, 0.3722], [0.0567, 0.4845, 0.7576], [0.0851, 0.3373, -0.3435], [-0.3822, -0.6118, 0.2251], [0.2414, 0.3491, -0.2265], [0.0197, -0.0537, 0.3840], [-0.5286, 1.5684, 0.7670], [0.0613, 0.1793, -0.1039], [0.6354, -1.1878, -0.7460], [-0.2722, 0.3914, 0.1241], [-0.0437, -0.4298, 0.1553], [0.1548, 0.1686, 0.0535], [0.0138, -0.0952, 0.6358], [0.1115, -0.1938, -0.1474], [-1.2731, -0.8656, 0.9184], [1.4611, 0.1241, -0.7139], [0.9557, 0.7194, 1.1142], [0.1080, 0.4136, 0.1125], [-0.3612, 0.0273, -0.5137], [0.0271, -0.0620, -0.5580], [0.1427, -0.6112, -0.0861], [0.4593, -0.0944, 0.1821], [-0.2462, -0.0943, 0.3946], [-0.1050, 0.2417, -0.5401], [0.3942, 0.2819, -0.0362], [-0.2812, -0.4492, 0.1514], [-0.2163, 0.4082, -0.1445], [-0.4938, -0.0162, -0.0299], [0.2080, -0.3111, -0.3084], [0.0308, -0.1687, 0.4413], [0.0454, -0.0315, -0.3511], [0.0308, 0.3408, -0.3939], [-0.3658, 0.1837, -0.3418], [0.1529, -0.3191, -0.3882], [0.3870, -0.2297, 0.1848], [0.0436, 0.3894, 0.2667], [-0.4458, -0.1335, 0.0792], [-0.0194, 0.0210, -0.0655], [0.0572, 0.0768, 0.1171], [0.0697, 0.0886, -0.2046], [-0.1730, -0.1516, 0.2467], [-0.0410, -0.0079, 0.0138], [0.0036, -0.0110, -0.0673], [-0.0107, 0.0183, -0.0417], [0.0168, -0.0581, 0.0684], [0.0269, -0.0808, -0.0137], [0.0364, -0.0097, 0.0309], [-0.0403, -0.0531, 0.0276], [-0.0095, -0.0029, -0.0496], [0.0243, 0.0548, 0.0355], [0.0665, 0.1134, -0.0788], [-0.0389, 0.0171, -0.0173], [0.0356, 0.0253, -0.0117], [0.0182, 0.1091, 0.0153], [-0.3257, -0.0624, 0.0887], [0.1901, -0.2548, -0.0874], [-0.2377, 0.3109, -0.0623], [0.2612, 0.0313, -0.1394], [0.1058, 0.1126, 0.1368], [0.0377, -0.0313, 0.0029], [0.0130, 0.0314, -0.0339], [0.0156, 0.0427, -0.0304], [0.0138, 0.0216, -0.0537], [0.0250, 0.0948, 0.0087], [0.0135, -0.0581, 0.1162], [-0.0574, -0.0577, -0.0255], [-0.0144, -0.1188, -0.0722], [0.0295, -0.0245, 0.0452], [-0.0129, -0.0073, 0.0209], [0.0344, 0.0503, 0.0052], [-0.0532, -0.0492, 0.0158], [0.0139, 0.1504, -0.2171], [0.0734, -0.1784, 0.1633], [-0.0906, 0.1167, 0.0502], [0.0351, -0.0684, -0.0214], [0.0113, 0.0179, -0.0601], [0.0146, 0.0009, 0.0330], [-0.0446, -0.0155, 0.0772], [-0.0045, -0.0128, 0.0453], [0.0146, -0.0085, 0.0133], [0.0145, -0.0013, -0.0338], [-0.0199, 0.0248, -0.0351], [-0.0741, 0.0379, -0.0553], [0.0027, -0.0177, -0.0360], [0.0379, -0.0458, 0.0524], [0.0658, -0.0034, 0.0181], [-0.1186, 0.0654, -0.0705], [0.2541, 0.0689, -0.0221], [-0.2571, -0.1779, 0.0659], [-0.0052, 0.0404, -0.0749], [-0.0198, -0.0251, -0.0060], [0.0448, 0.0104, -0.0082], [-0.0218, -0.0102, 0.0091], [-0.0454, -0.0036, 0.0268], [-0.0484, -0.0066, 0.0117], [-0.0230, -0.0356, 0.0238], [0.0656, -0.0122, 0.0000], [0.0422, 0.0263, -0.0102], [0.0434, 0.0292, -0.0078], [0.0144, 0.0105, -0.0159], [-0.0312, -0.0037, 0.0209], [0.0333, -0.0297, -0.0108], [-0.0982, 0.0440, -0.0282], [0.1370, -0.2727, -0.0132], [-0.0219, 0.3056, 0.1016], [-0.0482, -0.0377, -0.0712], [0.0033, 0.0253, 0.0266], [0.0137, -0.0419, -0.0119], [-0.0007, 0.0223, 0.0029], [-0.0101, 0.0492, -0.0023], [-0.0369, 0.0498, 0.0049], [0.0151, 0.0352, 0.0247], [0.0436, -0.0496, 0.0045], [-0.0003, -0.0551, -0.0277], [-0.0027, -0.0452, -0.0128], [0.0000, -0.0199, -0.0004], [-0.0091, 0.0405, 0.0162]]}

=====

We obtain LUMO level values of -2.44, -3.83 eV for the records listed above, in that order.